Below is a molecular structure, C29H49CrN7O9S2Si, with properties calculated with wB97M-V/def2-TZVPD.

```
98
Properties=species:S:1:pos:R:3:forces:R:3
Cr -0.538226 0.349298 -0.161360 0.25 0.10 0.06
O -4.170329 -1.218171 -0.465562 0.02 -0.02 0.00
C -3.170042 -0.545210 -0.318275 -0.06 0.07 0.01
O -1.950090 -0.950907 -0.511395 -0.07 -0.05 0.08
C -3.242623 0.942950 0.180187 0.02 0.03 0.02
O -4.307646 1.479786 0.413310 -0.01 -0.01 -0.02
O -2.072255 1.483682 0.319767 0.00 -0.05 0.02
C 0.573487 6.139882 -1.003398 0.00 -0.01 0.00
C 0.628622 6.301556 0.509593 0.02 0.04 0.00
N -0.159484 5.375068 1.313835 -0.03 -0.05 -0.03
C -1.430938 5.848289 1.831850 0.00 0.02 0.04
C -2.539703 5.778908 0.788572 -0.01 -0.02 0.03
C 0.349816 4.155097 1.656732 -0.18 -0.01 0.07
S -0.208540 3.303202 3.013667 -0.05 -0.13 -0.04
N 1.420109 3.798249 0.939288 0.32 0.10 0.05
C 1.724439 2.621653 0.461526 -0.03 -0.08 -0.30
O 0.949994 1.663949 0.198438 0.01 0.05 0.31
C 3.170206 2.428101 0.075275 -0.02 0.00 0.00
C 4.098566 3.454680 0.215639 0.02 0.02 0.03
C 5.424226 3.253875 -0.137582 -0.01 0.01 0.00
C 5.834564 2.020039 -0.627253 0.00 -0.01 0.00
C 4.912296 0.992307 -0.765763 0.01 -0.01 -0.02
C 3.583902 1.197063 -0.422326 -0.01 0.06 -0.02
H 1.203132 6.904217 -1.468215 -0.02 0.01 0.00
H -0.439366 6.241332 -1.392452 -0.01 -0.03 0.01
H 0.955236 5.163836 -1.292577 0.01 -0.01 -0.01
H 0.283674 7.303628 0.783114 0.01 0.00 -0.02
H 1.669976 6.212969 0.826915 -0.01 -0.01 0.02
H -1.301522 6.873789 2.199158 0.01 0.00 -0.03
H -1.687642 5.222479 2.682082 0.01 0.00 0.01
H -2.336072 6.426684 -0.066812 0.01 -0.01 -0.01
H -3.488972 6.089452 1.231257 0.00 0.01 -0.01
H -2.650380 4.752818 0.433420 0.01 0.01 0.00
H 3.761274 4.405463 0.606729 0.00 0.00 0.00
H 6.140580 4.059748 -0.027492 0.00 0.00 0.00
H 6.871907 1.859616 -0.896931 0.00 0.00 0.00
H 5.225299 0.024736 -1.138150 0.00 0.00 0.01
H 2.854457 0.406867 -0.530810 0.03 0.01 -0.02
C -2.455299 -8.142553 -2.259691 0.01 0.00 0.00
C -1.670136 -7.185064 -1.376381 0.01 0.00 -0.02
S -0.314761 -6.482602 -2.301035 0.04 -0.02 -0.01
O 0.620464 -7.542952 -2.603202 -0.02 -0.01 0.01
O -0.875740 -5.730389 -3.400573 0.01 0.02 0.01
C 0.406828 -5.364295 -1.133360 0.01 -0.03 0.01
C 1.535761 -4.526014 -1.747656 0.02 -0.02 0.05
N 1.581085 -3.236811 -1.085859 0.07 -0.01 0.03
C 0.805142 -2.169674 -1.435931 0.00 -0.03 -0.04
N 0.896309 -1.210916 -0.540761 -0.11 0.00 0.14
C 1.750313 -1.667585 0.450103 0.04 0.01 -0.03
C 2.166360 -2.936832 0.143211 -0.01 0.01 0.01
N 2.954273 -3.788210 0.876509 0.00 -0.01 0.01
O 3.408570 -3.350024 1.987297 0.01 0.00 -0.01
O 3.166816 -4.993308 0.447279 -0.01 0.00 0.00
C -0.002165 -2.143559 -2.681278 -0.04 0.05 -0.05
H -3.263130 -8.597776 -1.687073 0.00 0.00 0.00
H -1.807904 -8.933365 -2.638175 0.00 0.00 0.01
H -2.885584 -7.611366 -3.107317 0.00 0.00 0.00
H -1.227051 -7.686646 -0.515654 0.00 0.01 0.01
H -2.279619 -6.347997 -1.034812 -0.01 -0.01 0.00
H 0.788162 -5.954029 -0.298457 0.03 0.06 0.03
H -0.401482 -4.715489 -0.788626 -0.03 -0.01 -0.04
H 1.380840 -4.370061 -2.814252 -0.06 0.06 0.02
H 2.482476 -5.019864 -1.564373 0.00 -0.03 -0.08
H 2.030394 -1.093532 1.310202 0.00 0.05 0.02
H 0.619980 -1.912475 -3.551294 0.01 -0.02 0.00
H -0.765352 -1.379493 -2.584040 -0.01 0.01 0.02
H -0.502014 -3.095625 -2.865344 0.00 0.00 0.01
C 1.015165 1.513810 -3.286044 -0.03 -0.03 0.00
Si -0.667580 1.411393 -2.375239 -0.02 -0.03 -0.23
C -1.950268 0.707258 -3.621518 0.03 0.00 0.03
C -1.224363 3.207392 -2.152756 0.01 0.00 0.03
H 0.898344 1.398300 -4.368555 0.00 0.03 -0.01
H 1.718697 0.753457 -2.937834 -0.02 -0.02 -0.01
H 1.477708 2.488071 -3.100161 0.02 -0.02 0.02
H -1.502205 0.520235 -4.602509 0.00 -0.02 0.01
H -2.756858 1.433442 -3.756314 0.00 0.00 -0.01
H -2.413613 -0.220550 -3.279589 -0.01 0.00 0.00
H -1.116025 3.781835 -3.080346 0.00 0.02 0.01
H -0.640764 3.690367 -1.368607 0.00 0.02 0.02
H -2.269483 3.236673 -1.836477 0.00 -0.01 -0.01
C -2.110420 0.052052 4.470854 -0.04 -0.01 -0.02
C -1.486521 -1.232324 3.913525 -0.03 0.03 -0.01
C -2.473128 -2.388624 4.048299 0.01 -0.02 -0.02
C -0.192124 -1.562458 4.657069 0.01 0.04 0.02
N -1.185918 -1.149974 2.475934 0.07 0.04 0.17
N -0.386711 -0.036662 2.078314 -0.33 -0.14 -0.07
H -2.452272 -0.106470 5.497045 0.02 0.02 0.00
H -2.967143 0.359767 3.865556 -0.01 -0.02 0.01
H -1.395933 0.876115 4.480758 0.01 0.03 0.00
H -2.705356 -2.571580 5.099171 -0.01 0.01 0.00
H -2.047956 -3.295520 3.615749 0.01 0.00 0.01
H -3.405834 -2.163285 3.524665 0.00 0.00 -0.01
H -0.408924 -1.856513 5.686779 0.00 0.02 0.00
H 0.473396 -0.697079 4.701916 0.00 0.00 -0.03
H 0.338003 -2.374537 4.157170 -0.03 -0.03 0.01
H -2.047940 -1.104854 1.944321 0.05 -0.03 -0.10
H 0.536030 -0.165055 2.474381 0.10 0.01 -0.18
H -0.735470 0.862847 2.420982 0.02 0.02 0.05
```
Positions in Å, forces in eV/Å.

As for the expectation value of S²: 6.1041. For the HOMO energy (spin up / spin down), the calculation gives -0.801 / -2.421 eV. The molecular weight is 783.97 g mol⁻¹. The charge is -2. The multiplicity is 5. The calculation puts the gap between HOMO and LUMO (spin up / spin down) at 4.68 / 6.30 eV.

In the Mulliken picture, each atom carries the following charge in e:
1. Cr 0.769
2. O -0.737
3. C 0.258
4. O -0.750
5. C 0.675
6. O -0.757
7. O -0.313
8. C -0.735
9. C -0.767
10. N 0.258
11. C -0.800
12. C -0.782
13. C 0.402
14. S -0.538
15. N -0.234
16. C -0.327
17. O 0.151
18. C 0.075
19. C -0.458
20. C -0.637
21. C -0.373
22. C -1.215
23. C -0.008
24. H 0.441
25. H 0.194
26. H 0.034
27. H 0.430
28. H 0.337
29. H 0.373
30. H 0.364
31. H 0.243
32. H 0.434
33. H 0.037
34. H 0.427
35. H 0.392
36. H 0.369
37. H 0.447
38. H 0.868
39. C -1.249
40. C -0.512
41. S 1.280
42. O -0.705
43. O -0.692
44. C -0.349
45. C -1.800
46. N 0.239
47. C 0.371
48. N 1.176
49. C -1.024
50. C -0.797
51. N 0.939
52. O -0.818
53. O -0.864
54. C -0.314
55. H 0.383
56. H 0.326
57. H 0.330
58. H 0.393
59. H 0.389
60. H 0.571
61. H 0.307
62. H 0.706
63. H 0.447
64. H 1.043
65. H 0.270
66. H -0.674
67. H 0.229
68. C -1.373
69. Si 1.405
70. C -1.588
71. C -1.078
72. H 0.483
73. H 0.192
74. H 0.249
75. H 0.372
76. H 0.328
77. H 0.380
78. H 0.493
79. H -0.233
80. H 0.266
81. C -1.687
82. C 1.802
83. C -1.877
84. C -1.870
85. N -0.220
86. N 0.314
87. H 0.482
88. H 0.325
89. H 0.310
90. H 0.442
91. H 0.366
92. H 0.417
93. H 0.487
94. H 0.325
95. H 0.378
96. H 0.018
97. H 0.213
98. H -0.272

---

Below is 12 unconnected molecules or ions with the total composition C29H49N16O6P2, with properties calculated with wB97M-V/def2-TZVPD.

```
102
Properties=species:S:1:pos:R:3:forces:R:3
C 3.784470 3.819377 -5.303936 1.06 0.44 -0.31
O 2.795830 2.746614 -5.282061 0.49 -0.33 1.33
C 2.949664 2.154064 -3.970936 0.82 2.68 0.05
N 1.838812 1.277337 -3.594219 -2.04 -1.29 0.29
C 0.480316 1.441040 -3.275375 -0.57 -1.19 0.26
N -0.186706 2.601642 -3.274475 -2.08 1.11 -0.38
P 0.417705 4.225634 -3.612776 2.73 2.76 -0.07
O 0.235613 4.576768 -5.281629 -0.79 -0.59 2.05
O -0.511140 5.384815 -2.772063 -0.13 -2.72 -2.61
N -0.230012 0.244302 -2.925876 5.90 0.20 -1.53
C 0.829680 -0.710380 -3.071131 -1.62 2.96 -0.10
C 0.502821 -2.209682 -2.759923 -0.66 0.94 0.07
P 1.286857 -2.850451 -1.165026 2.76 -3.46 1.11
O 2.642590 -3.505768 -1.396342 -2.43 2.11 -0.22
O 0.251152 -4.084121 -0.628077 0.82 2.69 -0.93
O 1.390346 -1.704023 0.048105 -1.00 -1.34 -2.10
N 2.012008 -0.086106 -3.479781 -1.69 -3.81 1.52
C 3.220209 -0.907364 -3.725236 1.61 -0.79 -1.78
C 3.250649 -1.330455 -5.268854 1.28 0.81 -1.43
N 4.144366 -0.851292 -6.094574 -2.20 -1.16 1.76
H 3.465412 4.684566 -4.625134 0.27 -1.08 -0.92
H 4.802749 3.438698 -4.941431 -1.76 0.62 -0.45
H 3.956044 4.166073 -6.374007 -0.69 -0.48 1.36
H 2.945482 3.036673 -3.241836 -0.09 -1.38 -0.64
H 3.981203 1.699035 -3.902954 -1.42 -0.23 0.09
H -1.192865 2.528184 -3.039991 0.84 -0.45 -0.20
H 1.060456 5.016047 -5.575270 -0.50 -0.42 0.36
H -1.268375 5.679417 -3.343153 0.30 0.18 0.83
H 0.696913 -2.913155 -3.631875 0.21 0.81 1.27
H -0.625261 -2.258269 -2.589304 1.50 0.35 -0.35
H 0.199695 -4.775920 -1.327163 0.09 0.48 0.46
H 2.293685 -1.325599 0.055495 -0.41 -0.52 -0.03
H 3.236205 -1.879920 -3.126949 -0.60 1.45 -0.36
H 4.195937 -0.382358 -3.471107 -1.42 -0.38 -0.40
H 2.487208 -2.053032 -5.715442 0.59 0.86 1.29
H 3.924595 -1.260586 -7.021305 0.43 0.36 0.46
C 8.041789 2.569192 -6.162386 -0.66 0.07 0.69
C 7.134667 2.610375 -4.979545 -0.70 -0.08 1.08
N 6.424367 2.643197 -4.051979 1.67 -0.28 -1.78
H 8.912260 3.197639 -5.984175 -0.17 -0.04 -0.02
H 8.371927 1.545481 -6.340658 -0.05 0.07 0.06
H 7.515102 2.932678 -7.045671 -0.01 -0.02 0.10
C -3.026180 -6.081272 -0.142179 0.29 0.07 -1.30
C -2.616891 -5.867513 -1.561918 0.47 0.07 -1.35
N -2.281397 -5.692405 -2.668483 -0.53 -0.14 2.27
H -4.108710 -6.002315 -0.052249 0.13 0.01 -0.02
H -2.712711 -7.071338 0.188765 -0.03 0.10 -0.04
H -2.561173 -5.331204 0.491799 0.01 -0.07 -0.27
C 11.734074 2.114945 -4.199313 -0.17 0.31 -0.70
C 11.375104 2.681436 -5.532052 -0.13 0.52 -1.21
N 11.094115 3.124821 -6.575034 0.64 -0.92 2.17
H 12.610882 1.473801 -4.293881 -0.07 0.06 -0.05
H 11.956428 2.922809 -3.501609 -0.02 -0.03 -0.10
H 10.902122 1.526585 -3.810507 0.04 0.05 -0.07
C -2.640253 -3.582684 3.901161 -0.20 -0.66 -0.48
C -3.171445 -4.692027 3.049119 -0.46 -0.76 -0.53
N -3.586594 -5.555820 2.383430 0.68 1.75 1.99
H -3.459172 -3.099320 4.434367 0.02 -0.10 -0.08
H -1.929710 -3.980863 4.626537 -0.14 -0.05 -0.02
H -2.137063 -2.843324 3.277712 -0.12 -0.10 -0.04
C -3.356873 6.647195 0.066756 0.19 0.19 -1.04
C -3.075296 6.871587 -1.381810 0.21 0.15 -1.29
N -2.854738 7.047201 -2.514411 -0.41 -0.48 2.21
H -3.017986 7.503363 0.646194 -0.08 -0.05 -0.17
H -4.427826 6.515584 0.220503 0.10 0.08 -0.01
H -2.834632 5.753841 0.411368 0.00 0.05 -0.10
C 0.085761 -6.562796 6.116998 -0.53 0.44 0.35
C -0.917707 -5.660847 6.753843 -0.89 0.75 0.60
N -1.704215 -4.957236 7.253336 1.59 -1.42 -1.13
H 0.577137 -6.046269 5.291844 -0.06 0.00 0.08
H 0.836399 -6.857644 6.850810 -0.09 0.06 -0.02
H -0.409502 -7.455824 5.734710 -0.02 0.09 0.06
C -3.111027 -2.208387 -1.069329 -0.38 0.03 0.72
C -3.645014 -2.115533 0.322357 -0.43 0.10 1.27
N -4.059998 -2.041511 1.411410 0.98 -0.14 -2.36
H -3.571481 -1.441112 -1.692833 0.00 -0.04 0.09
H -2.029662 -2.061477 -1.065253 -0.17 0.00 0.19
H -3.334748 -3.190029 -1.490045 0.01 0.06 0.06
C -7.137083 -2.023454 2.641380 -0.26 0.07 0.79
C -7.665283 -1.927247 4.033066 -0.51 0.07 1.18
N -8.076566 -1.850997 5.122239 0.84 -0.18 -2.23
H -7.596018 -1.256443 2.016618 -0.01 -0.04 0.11
H -6.055848 -1.880644 2.644182 -0.15 -0.03 0.02
H -7.365301 -3.005037 2.224743 0.00 0.05 0.09
C -1.994651 6.118579 3.953274 -0.56 0.43 -0.34
C -3.068934 6.928793 3.308632 -1.00 0.75 -0.42
N -3.909750 7.562294 2.804577 1.72 -1.31 1.19
H -2.209874 5.056292 3.833865 -0.04 0.10 0.01
H -1.033262 6.342571 3.489696 -0.10 0.03 0.02
H -1.941211 6.354098 5.016478 -0.05 0.01 -0.10
C -1.519692 -1.938790 8.490897 0.48 0.46 0.57
C -0.708234 -1.210714 9.509840 0.69 0.68 0.89
N -0.072703 -0.641438 10.305602 -1.25 -1.14 -1.61
H -2.356997 -2.442700 8.973747 0.11 0.00 -0.03
H -1.905521 -1.234474 7.752732 0.04 0.01 0.10
H -0.902417 -2.680851 7.986112 -0.08 0.05 0.11
C -6.721759 -0.311301 7.652030 -0.18 0.76 0.44
C -6.921000 1.006208 8.323904 -0.13 1.15 0.62
N -7.077136 2.036779 8.848534 0.33 -2.04 -1.07
H -5.838981 -0.271459 7.013157 -0.07 0.05 0.04
H -6.584790 -1.092244 8.400805 -0.02 0.10 -0.02
H -7.591431 -0.552615 7.041806 0.10 0.02 0.06
```
Positions in Å, forces in eV/Å.

For the HOMO energy, the calculation gives -11.956 eV. The molecular weight is 779.76 g mol⁻¹. The charge is +1. The multiplicity is 1. The calculation puts the gap between HOMO and LUMO at 8.60 eV.

Results of the Mulliken charge analysis, in e, for atoms 1 through 99:
1. C -0.376
2. O -0.333
3. C -0.434
4. N 0.197
5. C 0.275
6. N -0.131
7. P 0.154
8. O -0.487
9. O -0.465
10. N -0.542
11. C 0.279
12. C -0.389
13. P 0.955
14. O -0.709
15. O -0.476
16. O -0.535
17. N 0.155
18. C -0.481
19. C -0.076
20. N -0.497
21. H 0.305
22. H 0.024
23. H 0.270
24. H 0.499
25. H 0.219
26. H 0.341
27. H 0.345
28. H 0.375
29. H 0.410
30. H 0.169
31. H 0.354
32. H 0.364
33. H 0.299
34. H 0.341
35. H 0.308
36. H 0.280
37. C -0.755
38. C 0.513
39. N -0.610
40. H 0.166
41. H 0.297
42. H 0.326
43. C -0.620
44. C 0.294
45. N -0.502
46. H 0.367
47. H 0.432
48. H 0.060
49. C -0.764
50. C 0.428
51. N -0.454
52. H 0.295
53. H 0.278
54. H 0.259
55. C -0.538
56. C 0.453
57. N -0.512
58. H 0.222
59. H 0.092
60. H 0.271
61. C -0.711
62. C 0.389
63. N -0.554
64. H 0.244
65. H 0.336
66. H 0.287
67. C -0.811
68. C 0.444
69. N -0.449
70. H 0.262
71. H 0.315
72. H 0.291
73. C -0.266
74. C 0.255
75. N -0.448
76. H 0.394
77. H -0.213
78. H 0.181
79. C -0.463
80. C 0.310
81. N -0.440
82. H 0.292
83. H 0.058
84. H 0.265
85. C -0.814
86. C 0.445
87. N -0.463
88. H 0.264
89. H 0.270
90. H 0.331
91. C -0.554
92. C 0.245
93. N -0.363
94. H 0.281
95. H 0.248
96. H 0.134
97. C -0.550
98. C 0.268
99. N -0.377